(1)
Molecular formula: C5H34N3O10
Method: DFT, ωB97M-V/def2-TZVPD

Last columns: bonded neighbours and bond lengths (Å).
CARTESIAN COORDINATES (ANGSTROEM)
1 C 0.252 3.079 2.170  C2 1.520, H9 1.092, H10 1.088, H11 1.091
2 C 0.436 2.754 0.697  C1 1.520, C3 1.521, N8 1.467, H12 1.092
3 C -0.922 2.637 0.021  C2 1.521, C4 1.531, H13 1.084, H14 1.094
4 C -0.906 2.239 -1.458  C3 1.531, N7 1.464, H15 1.089, H16 1.098
5 N 0.631 -0.336 -3.564  C6 1.318, H17 1.010, H18 1.004
6 C -0.111 0.647 -3.094  N5 1.318, N7 1.285, H19 1.084
7 N -0.193 1.028 -1.870  C4 1.464, C6 1.285, H20 1.028
8 N 1.115 1.470 0.488  C2 1.467, H21 1.008, H22 1.009
9 H -0.337 2.305 2.667  C1 1.092
10 H 1.213 3.189 2.669  C1 1.088
11 H -0.325 3.989 2.339  C1 1.091
12 H 0.982 3.556 0.196  C2 1.092
13 H -1.575 3.503 0.029  C3 1.084
14 H -1.566 1.912 0.526  C3 1.094
15 H -1.932 2.212 -1.822  C4 1.089
16 H -0.437 3.079 -1.988  C4 1.098
17 H 1.282 -0.817 -2.959  N5 1.010
18 H 0.792 -0.322 -4.555  N5 1.004
19 H -0.620 1.205 -3.871  C6 1.084
20 H 0.419 0.640 -1.141  N7 1.028
21 H 2.109 1.609 0.579  N8 1.008
22 H 0.709 0.739 1.052  N8 1.009
23 H 4.190 2.862 -0.538  O25 0.961
24 H 4.785 1.463 -0.135  O25 0.959
25 O 3.998 1.927 -0.424  H23 0.961, H24 0.959
26 H 0.594 -2.148 0.437  O28 0.981
27 H -0.522 -1.273 -0.172  O28 0.957
28 O 0.330 -1.661 -0.372  H26 0.981, H27 0.957
29 H 3.543 1.229 -2.330  O31 0.958
30 H 4.047 -0.209 -2.662  O31 0.960
31 O 3.274 0.361 -2.632  H29 0.958, H30 0.960
32 H -4.134 -2.892 -0.549  O34 0.964
33 H -3.516 -2.511 -1.949  O34 0.959
34 O -3.351 -2.568 -1.007  H32 0.964, H33 0.959
35 H 2.131 -2.979 2.141  O37 0.960
36 H 0.862 -2.560 2.771  O37 0.968
37 O 1.195 -2.915 1.935  H35 0.960, H36 0.968
38 H -1.020 -1.566 3.826  O40 0.960
39 H -0.406 -0.596 4.910  O40 0.956
40 O -1.095 -1.230 4.722  H38 0.960, H39 0.956
41 H -2.071 -1.578 1.061  O43 0.975
42 H -2.326 -0.988 2.326  O43 0.966
43 O -1.636 -0.936 1.652  H41 0.975, H42 0.966
44 H -0.894 -4.176 1.674  O46 0.958
45 H -1.756 -4.000 0.335  O46 0.960
46 O -1.718 -3.879 1.287  H44 0.958, H45 0.960
47 H 1.753 -1.902 -1.208  O49 0.980
48 H 2.800 -2.960 -0.882  O49 0.960
49 O 2.533 -2.362 -1.584  H47 0.980, H48 0.960
50 H -3.750 -0.732 0.165  O52 0.959
51 H -4.853 0.276 -0.175  O52 0.963
52 O -4.002 0.188 0.266  H50 0.959, H51 0.963

Properties
Total charge: +1
Max |F|: 0.03290 Eh/bohr


(2)
Molecular formula: C5H34NO12
Method: DFT, ωB97M-V/def2-TZVPD

Last columns: bonded neighbours and bond lengths (Å).
CARTESIAN COORDINATES (ANGSTROEM)
1 C -2.677 -1.586 1.696  C2 1.541, H8 1.086, H9 1.097, H10 1.086
2 C -1.304 -0.889 1.757  C1 1.541, C3 1.550, N7 1.521, H11 1.088
3 C -0.318 -1.609 0.803  C2 1.550, C4 1.506, H12 1.087, H13 1.074
4 C 0.585 -2.633 1.440  C3 1.506, C5 1.497, H14 1.103, H15 1.092
5 C 1.745 -1.965 2.108  C4 1.497, O6 1.213, H16 1.102
6 O 1.690 -0.843 2.568  C5 1.213
7 N -1.423 0.594 1.441  C2 1.521, H17 1.032, H18 1.017, H19 1.008
8 H -3.610 -1.044 1.823  C1 1.086
9 H -2.834 -2.304 2.510  C1 1.097
10 H -2.702 -2.252 0.839  C1 1.086
11 H -1.035 -0.953 2.809  C2 1.088
12 H 0.213 -0.878 0.199  C3 1.087
13 H -0.938 -2.106 0.081  C3 1.074
14 H 1.109 -3.176 0.635  C4 1.103
15 H 0.118 -3.494 1.925  C4 1.092
16 H 2.704 -2.508 2.119  C5 1.102
17 H -1.344 0.648 0.413  N7 1.032
18 H -0.618 1.102 1.800  N7 1.017
19 H -2.325 0.936 1.732  N7 1.008
20 H 2.665 0.468 1.748  O22 0.972
21 H 4.203 0.716 1.735  O22 0.960
22 O 3.375 0.985 1.331  H20 0.972, H21 0.960
23 H -2.309 3.763 2.041  O25 0.961
24 H -0.997 3.494 2.810  O25 0.961
25 O -1.682 3.075 2.281  H23 0.961, H24 0.961
26 H 1.434 3.868 0.013  O28 0.962
27 H 1.847 3.014 -1.258  O28 0.960
28 O 1.434 2.996 -0.392  H26 0.962, H27 0.960
29 H 0.087 -4.018 -1.890  O31 0.959
30 H 1.002 -2.809 -2.431  O31 0.971
31 O 0.214 -3.069 -1.926  H29 0.959, H30 0.971
32 H 1.643 2.859 2.975  O34 0.957
33 H 1.931 2.744 1.374  O34 0.963
34 O 1.340 3.024 2.082  H32 0.957, H33 0.963
35 H -0.833 -0.478 -1.696  O37 0.968
36 H -0.186 0.945 -1.916  O37 0.972
37 O -0.514 0.319 -1.249  H35 0.968, H36 0.972
38 H -3.143 0.556 -1.116  O40 0.964
39 H -3.888 1.870 -0.762  O40 0.961
40 O -3.231 1.243 -0.445  H38 0.964, H39 0.961
41 H -0.353 2.885 -3.307  O43 0.964
42 H -1.263 1.958 -4.088  O43 0.963
43 O -0.447 1.964 -3.576  H41 0.964, H42 0.963
44 H 3.499 -1.996 -2.784  O46 0.964
45 H 2.497 -0.947 -2.434  O46 0.973
46 O 2.550 -1.835 -2.829  H44 0.964, H45 0.973
47 H 1.812 0.432 -0.522  O49 0.968
48 H 3.105 1.077 -0.764  O49 0.967
49 O 2.389 0.661 -1.264  H47 0.968, H48 0.967
50 H -1.252 -2.137 -3.217  O52 0.973
51 H -1.939 -1.119 -4.041  O52 0.966
52 O -2.025 -1.547 -3.179  H50 0.973, H51 0.966

Properties
Total charge: +1
Max |F|: 0.04939 Eh/bohr


(3)
Molecular formula: C5H34NO12S
Method: DFT, ωB97M-V/def2-TZVPD

Last columns: bonded neighbours and bond lengths (Å).
CARTESIAN COORDINATES (ANGSTROEM)
1 C 0.126 1.725 1.736  C2 1.529, C4 1.516, H9 1.145, H10 1.131
2 C -1.373 1.915 1.502  C1 1.529, S3 1.841, H11 1.242, H12 1.084
3 S -2.464 0.975 2.649  C2 1.841, H13 1.370
4 C 0.845 0.553 1.098  C1 1.516, N5 1.530, H14 1.111, H15 1.085
5 N 0.952 0.661 -0.424  C4 1.530, C6 1.492, H16 1.133
6 C 1.922 -0.303 -1.022  N5 1.492, C7 1.558, H17 1.128, H18 1.091
7 C 1.177 -1.284 -1.976  C6 1.558, O8 1.406, H19 1.145, H20 1.121
8 O -0.152 -1.407 -1.534  C7 1.406, H36 1.009
9 H 0.611 2.694 1.364  C1 1.145
10 H 0.318 1.738 2.851  C1 1.131
11 H -1.764 3.082 1.668  C2 1.242
12 H -1.992 1.720 0.634  C2 1.084
13 H -2.283 -0.360 2.394  S3 1.370
14 H 0.594 -0.453 1.500  C4 1.111
15 H 1.820 0.775 1.520  C4 1.085
16 H -0.056 0.398 -0.869  N5 1.133
17 H 2.688 0.421 -1.424  C6 1.128
18 H 2.485 -0.909 -0.311  C6 1.091
19 H 1.074 -0.709 -2.960  C7 1.145
20 H 1.642 -2.296 -2.107  C7 1.121
21 H 4.294 -1.677 1.390  O23 0.971
22 H 3.204 -0.625 1.152  O23 0.880
23 O 4.035 -0.741 1.417  H21 0.971, H22 0.880
24 H -1.142 -3.274 2.390  O26 0.974
25 H -0.372 -2.629 1.040  O26 1.100
26 O -0.672 -2.475 2.087  H24 0.974, H25 1.100
27 H -2.070 -2.336 -0.339  O29 1.031
28 H -2.119 -1.872 1.099  O29 0.955
29 O -2.717 -1.935 0.357  H27 1.031, H28 0.955
30 H -0.287 -0.909 4.439  O32 0.912
31 H 0.752 -1.135 3.479  O32 0.958
32 O 0.624 -0.903 4.400  H30 0.912, H31 0.958
33 H -1.291 3.047 -1.375  O35 1.028
34 H 0.187 2.472 -1.153  O35 0.980
35 O -0.295 3.297 -1.376  H33 1.028, H34 0.980
36 H -0.202 -2.234 -0.959  O8 1.009
37 H -0.002 -4.139 -0.055  O38 0.881
38 O 0.253 -3.296 -0.065  H37 0.881
39 H 1.913 2.476 -2.645  O41 0.947
40 H 1.077 3.548 -3.472  O41 0.966
41 O 1.742 2.848 -3.499  H39 0.947, H40 0.966
42 H 1.809 -2.331 2.089  O44 1.003
43 H 1.840 -3.071 0.743  O44 0.915
44 O 2.393 -2.792 1.417  H42 1.003, H43 0.915
45 H -2.618 1.597 -1.211  O47 1.054
46 H -3.698 2.647 -1.574  O47 0.949
47 O -2.850 2.623 -1.149  H45 1.054, H46 0.949
48 H -1.898 1.920 -3.337  O50 0.910
49 H -0.521 2.027 -3.855  O50 0.906
50 O -1.344 1.687 -4.021  H48 0.910, H49 0.906
51 H -2.584 -0.492 -0.686  O53 1.013
52 H -1.365 -0.331 -1.560  O53 0.976
53 O -2.246 0.075 -1.454  H51 1.013, H52 0.976

Properties
Total charge: -1
Max |F|: 0.13251 Eh/bohr


Table of frontier orbital gap (Ha), in record order: 0.358 0.403 0.329
Table of highest occupied orbital energy (eV), in record order: -12.08 -13.21 -6.32
Table of energy relative to the best compared isomer or geometry (same formula, charge and spin) (kJ/mol), in record order: 90.7 117.3 324.4